[1]
Density functional theory data (wB97M-V/def2-TZVPD) for a 4-piece molecular cluster, C4H18N2O3S overall.

Last column: Löwdin charge in e.
Element x y z (Å)
N  0.92727  -1.17557  0.58843  0.02
C  0.41801  0.07253  0.08989  -0.25
C  -0.24937  -0.03250  -1.29342  -0.42
N  0.76000  -0.08916  -2.37660  0.02
C  -1.11418  1.17535  -1.62925  -0.24
C  -2.25478  1.47873  -0.65968  -0.54
S  -3.21397  0.05133  -0.07871  0.73
H  1.56730  -1.69399  0.01181  0.07
H  0.35871  -1.77227  1.16539  0.05
H  -0.27210  0.55121  0.78343  0.10
H  1.26009  0.75944  -0.00368  0.09
H  -0.78392  -0.97272  -1.43538  0.12
H  1.57081  0.48476  -2.15668  0.07
H  1.16534  -1.00207  -2.54786  0.06
H  -1.46432  1.00865  -2.65039  0.11
H  -0.52108  2.09474  -1.67845  0.12
H  -3.00505  2.18867  -1.00782  0.07
H  -1.85120  1.98043  0.22216  0.07
H  -4.02140  -0.16552  -1.13262  -0.13
O  3.48839  -0.76646  2.36381  -0.06
H  3.48100  -0.75522  1.40753  0.02
H  2.83805  -1.41855  2.61560  0.03
O  -1.84619  -2.75746  1.18714  -0.09
H  -2.32079  -2.11730  1.72458  0.01
H  -1.98208  -2.44980  0.28197  -0.01
O  2.27876  2.05183  1.75155  -0.07
H  1.95632  2.01729  2.66876  0.05
H  2.83038  1.25360  1.78850  0.00

Calculated values
highest occupied orbital energy	-8.765	eV
E	-896.5995	hartree
structure (SMILES)	NC[C@H](N)CCS.O.O.O
orbital gap	9.3	eV
multiplicity	1

***

[2]
Density functional theory data (wB97M-V/def2-TZVPD) for a 12-piece molecular cluster, C36H96O36S12 overall.

Last column: Löwdin charge in e.
Element x y z (Å)
C  -7.51996  0.69264  -2.71762  -0.05
C  -7.16663  -0.79417  -2.51776  -0.23
O  -5.78388  -0.90029  -2.91467  -0.28
S  -4.99293  -2.25187  -2.63416  0.56
C  -5.26157  -3.16805  -4.10508  -0.10
O  -3.62727  -1.84978  -2.60553  -0.26
O  -5.63613  -2.92146  -1.56254  -0.25
H  -7.02423  1.41825  -2.06500  0.08
H  -8.54489  0.69643  -2.35246  0.08
H  -7.45605  0.91654  -3.78229  0.08
H  -7.24201  -1.04866  -1.45836  0.09
H  -7.68264  -1.53567  -3.10237  0.12
H  -4.82790  -4.15875  -4.00733  0.09
H  -4.72302  -2.61536  -4.83110  0.03
H  -6.30584  -3.20159  -4.41853  0.08
C  3.70070  -0.55695  -2.10760  -0.04
C  4.31529  -1.77659  -2.76658  -0.25
O  5.69318  -1.57566  -3.02649  -0.25
S  6.78537  -2.17000  -2.05825  0.56
C  7.03429  -3.77747  -2.69977  -0.12
O  8.01335  -1.42651  -2.22020  -0.28
O  6.19352  -2.29920  -0.75050  -0.28
H  3.96581  0.19809  -2.86015  0.08
H  4.10630  -0.27050  -1.13183  0.07
H  2.62342  -0.67800  -2.06079  0.05
H  4.23396  -2.70799  -2.22071  0.10
H  3.89358  -1.81926  -3.77902  0.13
H  7.53249  -3.63870  -3.64420  0.06
H  6.05151  -4.23912  -2.89128  0.07
H  7.60855  -4.42422  -1.99819  0.10
C  -5.86933  -5.05524  0.88504  -0.04
C  -4.75558  -4.14986  1.46069  -0.27
O  -3.51406  -4.34420  0.86230  -0.23
S  -2.13903  -4.23818  1.65718  0.59
C  -1.86764  -2.53623  1.79495  -0.11
O  -2.21599  -4.72068  3.01992  -0.28
O  -1.13966  -4.81348  0.79614  -0.29
H  -5.95195  -6.10612  1.09097  0.07
H  -5.90522  -4.90754  -0.21764  0.07
H  -6.80004  -4.66159  1.24246  0.06
H  -5.07243  -3.16011  1.15559  0.09
H  -4.70648  -4.21031  2.54078  0.11
H  -2.41166  -2.25052  2.71073  0.08
H  -2.32449  -1.98721  0.94462  0.08
H  -0.84976  -2.24455  1.97384  0.06
C  1.92712  -3.37250  0.17570  -0.05
C  2.94082  -4.44561  0.69218  -0.19
O  3.56910  -4.99111  -0.50170  -0.26
S  4.52285  -6.21855  -0.29809  0.55
C  3.47491  -7.62022  -0.00210  -0.11
O  5.10401  -6.35144  -1.59722  -0.29
O  5.36085  -6.03200  0.86114  -0.27
H  1.03052  -3.80085  -0.30188  0.08
H  2.42359  -2.64324  -0.45031  0.05
H  1.65418  -2.88863  1.08403  0.05
H  3.75212  -4.10950  1.32084  0.11
H  2.42266  -5.23461  1.20324  0.10
H  2.77787  -7.21124  0.74703  0.06
H  4.13127  -8.38738  0.37826  0.07
H  2.92886  -7.85666  -0.92387  0.08
C  -3.07048  -0.22475  -5.52539  -0.04
C  -2.06180  0.38371  -4.56579  -0.22
O  -0.72822  -0.01592  -4.99573  -0.23
S  0.38617  -0.04197  -3.92323  0.59
C  0.01941  -1.48534  -2.90439  -0.07
O  1.62554  -0.23752  -4.64693  -0.28
O  0.23380  1.20056  -3.17405  -0.31
H  -4.07033  0.10890  -5.27794  0.07
H  -3.07405  -1.31946  -5.49843  0.07
H  -2.86534  0.03094  -6.57174  0.09
H  -2.00295  1.46042  -4.59813  0.09
H  -2.26271  0.07161  -3.55728  0.08
H  0.63893  -1.71605  -2.04770  0.05
H  -0.03163  -2.30592  -3.61991  0.09
H  -1.00349  -1.21822  -2.67010  0.02
C  -7.63610  0.43234  1.53778  -0.06
C  -7.29690  -1.06879  1.50016  -0.28
O  -6.99810  -1.62612  2.76963  -0.25
S  -5.76662  -1.00920  3.60398  0.58
C  -6.53834  0.09745  4.72655  -0.10
O  -5.14425  -2.09409  4.29759  -0.26
O  -4.92187  -0.23980  2.70403  -0.30
H  -8.57557  0.60239  2.08533  0.09
H  -7.94778  0.45492  0.47242  0.07
H  -6.79462  1.04518  1.82811  0.06
H  -8.17442  -1.70145  1.28489  0.14
H  -6.52677  -1.20231  0.76426  0.08
H  -6.89277  0.92602  4.07526  0.08
H  -5.69627  0.48710  5.28565  0.05
H  -7.21990  -0.43559  5.37634  0.08
C  0.29328  0.89559  5.20131  -0.04
C  -1.21629  1.08885  4.98928  -0.23
O  -1.49372  2.49684  5.02615  -0.24
S  -2.94165  2.95206  4.61505  0.58
C  -3.01944  2.85599  2.84879  -0.11
O  -3.83769  1.92090  5.10264  -0.30
O  -2.94436  4.31252  5.01418  -0.26
H  0.55542  1.30710  6.15105  0.08
H  0.83984  1.35055  4.42059  0.03
H  0.52189  -0.15877  5.22752  0.08
H  -1.59932  0.75888  4.04194  0.09
H  -1.85437  0.67895  5.74614  0.11
H  -4.06712  2.98540  2.57529  0.08
H  -2.59707  1.91326  2.55411  0.04
H  -2.35448  3.65143  2.47036  0.08
C  -3.45812  0.78665  -0.55617  -0.03
C  -1.98770  0.38322  -0.56372  -0.25
O  -1.37282  0.68162  0.69763  -0.26
S  0.15108  0.37766  0.93507  0.62
C  1.02988  1.83455  0.32271  -0.09
O  0.31158  0.25994  2.37324  -0.27
O  0.53186  -0.71667  0.04025  -0.31
H  -3.57007  1.84171  -0.30064  0.07
H  -4.00028  0.16242  0.15800  0.07
H  -3.92943  0.64705  -1.54487  0.07
H  -1.82977  -0.68316  -0.72474  0.09
H  -1.45607  0.98097  -1.30103  0.09
H  0.51099  2.69550  0.71233  0.06
H  0.99278  1.72339  -0.73508  0.03
H  2.05731  1.79438  0.72211  0.07
C  6.99644  1.69190  -1.11107  -0.05
C  6.32382  2.75064  -1.91827  -0.27
O  4.90412  2.58803  -1.84312  -0.26
S  3.94500  3.67332  -2.54224  0.61
C  3.72153  3.07239  -4.19595  -0.10
O  2.76482  3.66860  -1.72666  -0.29
O  4.70925  4.90139  -2.70657  -0.30
H  6.73884  1.74878  -0.05006  0.08
H  8.08913  1.75646  -1.21415  0.10
H  6.75561  0.71125  -1.51098  0.05
H  6.56717  3.75905  -1.58769  0.11
H  6.61699  2.63715  -2.97650  0.13
H  3.37255  3.92999  -4.71898  0.06
H  3.01056  2.23943  -4.21663  0.06
H  4.71375  2.83256  -4.64950  0.10
C  6.71053  3.85106  3.03097  -0.06
C  5.78568  4.48744  2.03898  -0.27
O  4.60682  3.63778  1.96096  -0.29
S  3.28413  4.19708  2.76751  0.67
C  2.42966  5.20458  1.46921  -0.07
O  2.49188  2.98046  3.01752  -0.31
O  3.79063  4.93412  3.91661  -0.29
H  6.24293  3.98320  3.98938  0.07
H  7.65248  4.34648  3.02345  0.07
H  6.86251  2.78474  2.76802  0.10
H  5.48564  5.53729  2.25440  0.12
H  6.13750  4.48710  0.99683  0.12
H  2.37977  4.50259  0.67541  0.01
H  3.15090  5.99877  1.24721  0.07
H  1.48941  5.65554  1.80201  0.08
C  -4.51876  3.38276  -4.09397  -0.05
C  -3.09537  3.84633  -3.82225  -0.30
O  -2.55780  3.40196  -2.61026  -0.25
S  -1.65080  4.37121  -1.72804  0.57
C  -0.10573  4.38901  -2.56410  -0.11
O  -2.20324  5.67322  -1.77800  -0.26
O  -1.64285  3.68198  -0.47920  -0.27
H  -4.67171  3.59053  -5.18032  0.10
H  -5.26625  3.90516  -3.48713  0.08
H  -4.66189  2.31307  -3.94347  0.06
H  -2.49828  3.34637  -4.57802  0.10
H  -3.03893  4.94188  -3.91010  0.13
H  0.23355  3.38536  -2.78263  0.04
H  0.62022  4.92485  -1.95565  0.07
H  -0.28687  4.92699  -3.49015  0.08
C  3.97767  -0.79309  1.85187  -0.04
C  4.00582  -0.04893  3.14944  -0.30
O  3.84737  -0.89237  4.25967  -0.24
S  5.14472  -1.28465  5.07291  0.55
C  5.28058  0.06685  6.18893  -0.11
O  4.94461  -2.50757  5.72599  -0.24
O  6.20277  -1.16624  4.09212  -0.29
H  4.86127  -1.47065  1.84974  0.10
H  4.02447  -0.07188  1.04966  0.06
H  3.07885  -1.40236  1.71735  0.06
H  4.84659  0.63438  3.26914  0.11
H  3.09879  0.56448  3.19546  0.10
H  5.28409  0.91504  5.48805  0.07
H  6.26600  0.10732  6.66762  0.08
H  4.42863  0.01541  6.86597  0.08

Calculated values
highest occupied orbital energy	-10.362	eV
E	-8915.9734	hartree
structure (SMILES)	CCOS(C)(=O)=O.CCOS(C)(=O)=O.CCOS(C)(=O)=O.CCOS(C)(=O)=O.CCOS(C)(=O)=O.CCOS(C)(=O)=O.CCOS(C)(=O)=O.CCOS(C)(=O)=O.CCOS(C)(=O)=O.CCOS(C)(=O)=O.CCOS(C)(=O)=O.CCOS(C)(=O)=O
orbital gap	10.0	eV
multiplicity	1

***

[3]
Density functional theory data (wB97M-V/def2-TZVPD) for C4H10S as an isolated structure.

Last column: Löwdin charge in e.
Element x y z (Å)
C  1.88520  -0.75821  0.00683  -0.16
C  1.03128  0.54410  -0.10922  -0.36
C  -0.20125  0.50408  -1.03415  -0.39
S  -1.25132  -1.40979  -0.53623  0.15
C  -2.18690  0.07778  0.90059  -0.36
H  2.90900  -0.48264  0.18040  0.04
H  1.44816  -1.35021  0.79913  0.04
H  1.85660  -1.28902  -0.93922  0.05
H  1.58011  1.44947  -0.39077  0.08
H  0.60858  0.67938  0.88727  0.06
H  -0.01444  0.06905  -2.02303  -0.01
H  -0.84111  1.37845  -1.10179  0.03
H  -2.68623  -0.63730  1.56025  -0.06
H  -1.34270  0.45612  1.46582  -0.06
H  -2.79500  0.76874  0.33410  -0.05

Calculated values
highest occupied orbital energy (spin up / spin down)	0.094 / -3.061	eV
E	-556.4738	hartree
orbital gap (spin up / spin down)	4.1 / 7.1	eV
multiplicity	2
⟨S²⟩	0.762
total charge	-1

***

The calculation returns the following relative energy (zero: lowest compared OMol25 entry of this formula, charge and spin) values, one per record and in order: 0.00; 273.42; 237.46 kJ/mol.